No. 1
Computed, not measured: a structure of composition C10H14BFN6Zr, with wB97M-V/def2-TZVPD.

Output
Net charge = +2
Gap between HOMO and LUMO = 7.050 eV
Total energy = -24199.376 eV

Each line ends with the Löwdin charge.
CARTESIAN COORDINATES (ANGSTROEM)
H1 -0.01955 3.16472 0.79907  0.1345
N1 0.21685 1.77806 -0.82874  -0.1417
B1 0.78621 0.82942 -3.19881  -0.4777
N2 0.60562 1.98019 -2.16561  -0.0101
C1 0.76557 3.28190 -2.38470  0.0147
Zr1 -0.24413 -0.23233 -0.25220  2.0491
H2 1.04822 3.62403 -3.37162  0.1546
C2 0.52662 3.99502 -1.19450  0.0278
H3 0.57470 5.06093 -1.08109  0.1253
C3 0.21040 3.02335 -0.24498  -0.0463
H4 1.25699 1.22590 -4.23845  0.1425
C4 -2.13408 -2.87063 1.55094  -0.0350
H5 -2.49476 -3.18758 2.54924  0.0581
H6 -1.11128 -3.21866 1.37191  0.0163
H7 -2.84675 -3.27697 0.80776  0.0423
N3 -0.62550 0.24083 -3.41058  -0.0597
N4 1.65611 -0.31584 -2.58621  0.0009
N5 -1.38808 -0.28096 -2.37183  -0.1000
N6 1.47345 -0.82703 -1.28506  -0.1621
C5 -1.26215 0.16766 -4.58690  -0.0018
C6 2.65410 -0.97495 -3.16506  0.0197
H8 -0.82178 0.50862 -5.50349  0.1431
H9 2.91772 -0.74846 -4.18755  0.1561
C7 -2.52471 -0.39586 -4.35967  0.0076
C8 3.21344 -1.89021 -2.25562  0.0307
C9 -2.56463 -0.66155 -2.97933  -0.0786
C10 2.47260 -1.75320 -1.08162  -0.0392
H10 -3.27535 -0.55463 -5.08411  0.1092
H11 4.03288 -2.54812 -2.44456  0.1239
H12 -3.40828 -1.09958 -2.47685  0.1185
H13 2.59019 -2.25027 -0.12613  0.1383
H14 -2.10307 -1.74552 1.49733  -0.0123
F1 0.55942 -0.03719 1.56213  -0.4488

Forces on the atoms, in the same order (eV/Å):
-0.04 -0.15 0.04
0.29 0.08 -0.76
-0.65 -0.26 0.19
0.02 0.06 0.63
-0.08 -0.21 0.75
1.54 1.35 0.76
0.02 0.04 0.15
-0.19 -1.14 0.13
0.02 0.09 0.19
0.17 0.44 -0.98
-0.14 -0.15 0.50
-0.19 0.31 -0.36
0.46 0.48 -0.47
-0.23 -0.35 0.12
0.55 0.33 0.25
0.22 -0.10 -0.26
0.12 -0.47 0.67
-0.20 0.00 -0.40
0.34 0.28 -0.82
-1.04 -0.55 1.29
-0.14 0.04 0.77
0.21 0.13 -0.07
0.11 0.00 0.06
1.18 0.21 1.55
-0.93 0.42 0.75
0.62 0.45 -1.09
0.22 0.11 -1.18
-0.65 -0.24 -0.44
0.27 -0.20 0.05
0.12 -0.04 0.47
-0.07 0.05 -0.13
-0.37 -0.48 0.21
-1.57 -0.51 -2.53



No. 2
Computed, not measured: a cluster of 7 separate species, C10H14Cl15NO3 in total, with wB97M-V/def2-TZVPD.

Output
Gap between HOMO and LUMO = 10.670 eV
Structure (SMILES) = COC(=O)OC.ClC(Cl)Cl.ClC(Cl)Cl.ClC(Cl)Cl.ClC(Cl)Cl.ClC(Cl)Cl.CC#N
Total energy = -206063.971 eV

Each line ends with the Löwdin charge.
CARTESIAN COORDINATES (ANGSTROEM)
C1 3.50589 4.51203 4.41212  -0.0628
O1 3.23522 3.38547 3.63601  -0.0171
C2 3.60555 3.46616 2.34127  -0.6122
O2 4.17385 4.40057 1.81461  0.1239
O3 3.20397 2.47996 1.58988  0.0270
C3 2.71019 1.24376 2.12470  -0.0320
H1 2.80572 5.29816 4.12946  0.1022
H2 4.53922 4.81730 4.24733  0.0985
H3 3.42364 4.38151 5.49115  0.0945
H4 3.48774 0.65514 2.61158  0.0934
H5 2.34454 0.56412 1.35496  0.0921
H6 1.92931 1.40886 2.86703  0.0925
Cl1 0.98482 -0.83664 -4.18209  0.4804
C4 0.55027 0.89698 -4.39256  -1.4316
Cl2 -0.88173 1.22986 -5.41625  0.5061
Cl3 2.06446 1.73709 -5.05980  0.4323
H7 0.43341 1.37385 -3.41941  0.0087
Cl4 -0.48858 5.53050 -1.23758  0.4658
C5 -1.61934 5.08965 0.11338  -1.5014
Cl5 -3.29836 5.31618 -0.51154  0.4828
Cl6 -1.20704 6.00499 1.53949  0.5393
H8 -1.48026 4.03343 0.34392  0.0127
Cl7 5.34935 -5.30687 3.17007  0.4975
C6 5.48468 -6.07880 1.57998  -1.5138
Cl8 3.96016 -5.82447 0.66851  0.4861
Cl9 5.83159 -7.80914 1.80221  0.5137
H9 6.28173 -5.51319 1.09736  0.0162
Cl10 -2.59221 -5.20508 -8.23439  0.5042
C7 -2.86233 -4.12950 -6.81811  -1.4667
Cl11 -2.50772 -4.97838 -5.24517  0.4597
Cl12 -4.50855 -3.43173 -6.76665  0.4961
H10 -2.23703 -3.23681 -6.80390  0.0061
Cl13 -7.55625 1.34432 3.11886  0.5029
C8 -7.21270 0.50694 1.57573  -1.4910
Cl14 -8.63519 0.26668 0.59951  0.5299
Cl15 -6.54041 -1.17678 1.87959  0.4380
H11 -6.46937 1.08394 1.02562  0.0177
C9 -1.61897 -3.39052 0.65503  -0.0694
C10 -1.76754 -1.99132 0.24693  -0.2817
N1 -1.85356 -0.87799 -0.06800  0.1157
H12 -0.58035 -3.47325 0.97522  0.0795
H13 -1.68097 -3.98154 -0.25872  0.0796
H14 -2.30688 -3.78545 1.40263  0.0846

Forces on the atoms, in the same order (eV/Å):
0.70 1.63 0.32
-0.20 -1.61 -0.43
0.42 2.15 -0.33
-0.29 -0.57 1.12
-0.56 -2.09 -0.67
-0.05 -0.44 0.89
0.25 0.22 -0.03
-0.13 0.33 -0.19
-0.37 -0.90 -0.22
0.36 0.39 0.14
-0.09 0.77 -0.46
-0.05 0.13 -0.16
-0.71 0.91 -0.18
1.30 0.44 -0.46
0.93 -0.47 0.63
-1.23 -0.50 0.25
-0.31 -0.39 -0.22
-0.42 -0.34 0.67
0.15 -0.06 -1.24
0.73 -0.03 0.69
-0.34 0.14 0.07
-0.11 0.26 -0.20
-0.07 0.00 0.09
-0.50 0.24 0.42
0.63 -0.20 0.17
0.03 0.64 -0.40
-0.10 -0.68 -0.28
-0.16 0.84 1.01
-0.25 -0.01 0.71
-0.20 0.30 -1.04
0.34 -0.53 -0.19
0.29 -0.58 -0.47
0.13 -0.37 -0.67
0.39 -0.99 0.56
-0.31 0.41 -0.13
-0.04 1.16 0.05
-0.15 -0.22 0.19
0.74 0.10 -0.78
-0.63 1.40 0.06
0.16 -1.49 0.37
-0.08 -0.26 0.34
-0.19 -0.18 0.08
0.01 0.47 -0.08



No. 3
Computed, not measured: the ion C10H14Cl2NO with charge +1, with wB97M-V/def2-TZVPD.

Output
Energy relative to the best compared isomer or geometry (same formula, charge and spin) = 47.3 kcal per mole
Net charge = +1
Gap between HOMO and LUMO = 8.911 eV
Structure (SMILES) = C[C@@]([NH3+])(O)C(Cl)(Cl)Cc1ccccc1
Total energy = -39171.542 eV

Each line ends with the Löwdin charge.
CARTESIAN COORDINATES (ANGSTROEM)
C1 -2.82294 -0.01429 1.46008  0.0432
C2 -2.38995 0.22795 -0.04193  -0.6564
N1 -2.83767 -1.04882 -0.85306  0.1790
O1 -3.19789 1.17093 -0.61512  -0.0031
C3 -0.90485 0.42511 -0.36346  -1.0223
Cl1 -0.83797 0.43256 -2.16710  0.7829
Cl2 -0.37123 2.00275 0.23947  0.8044
C4 0.01569 -0.69316 0.20852  -0.1845
C5 1.49004 -0.31890 0.11657  -0.2701
C6 2.22879 -0.36911 -1.11271  -0.0740
C7 3.50925 0.11928 -1.14962  -0.0966
C8 4.16803 0.64206 -0.08120  -0.0638
C9 3.48027 0.59510 1.11278  -0.0630
C10 2.20151 0.06446 1.25623  -0.0457
H1 -3.87534 -0.13501 1.29916  0.0865
H2 -2.54678 0.87845 1.98828  0.0840
H3 -2.18682 -0.89157 1.89147  0.1265
H4 -3.84510 -1.05967 -0.78407  0.1521
H5 -2.33320 -1.00697 -1.85142  0.1277
H6 -2.29863 -1.96814 -0.50242  0.2158
H7 -2.57393 1.93909 -0.73707  0.1001
H8 -0.20638 -1.57281 -0.43116  0.1192
H9 -0.15143 -0.92513 1.20824  0.0884
H10 1.61886 -0.78057 -1.97429  0.1042
H11 3.88968 0.05304 -2.31275  0.1689
H12 5.04912 1.14954 0.05383  0.0914
H13 4.00478 0.98236 1.92286  0.0930
H14 1.72406 0.10147 2.21987  0.1122

Forces on the atoms, in the same order (eV/Å):
2.92 -1.34 -1.80
-0.82 -1.55 0.64
4.48 -2.19 -0.28
1.19 1.64 -0.02
0.59 -0.34 0.66
0.69 0.26 -0.19
-0.44 0.01 -0.06
0.94 0.36 -2.80
1.28 -0.53 -0.76
-3.00 -0.49 1.34
0.84 -0.77 -5.97
-2.40 -0.54 1.33
-0.75 -0.86 -0.40
-0.36 0.61 -0.72
-0.64 -0.32 1.00
-0.27 0.42 0.40
-1.77 1.35 -0.59
-0.34 -0.55 -0.52
-2.08 0.61 1.92
-2.21 2.31 -0.26
-1.35 -0.33 -0.14
0.33 0.14 0.46
-0.86 -0.19 1.77
1.50 0.66 0.74
-0.18 0.46 3.31
2.35 0.76 -1.00
0.49 0.52 1.65
-0.14 -0.08 0.28